Density functional theory data (the ωB97M-V functional and the def2-TZVPD basis) for a cluster of 9 separate species, ClH16O8 in total.

The calculation puts the strongest force on any atom at 0.430 eV/Å. Its total energy is -29164.376 eV. Its net charge is -1. As for the gap between HOMO and LUMO: 7.208 eV.

Last column: natural (NBO) charge in e.
CARTESIAN COORDINATES (ANGSTROEM)
Cl1 9.87316 -14.87101 14.06254  -0.9993
O1 12.48790 -12.83283 9.60495  -0.9441
H1 12.01524 -13.25833 10.32032  0.4820
H2 13.15191 -12.29836 10.04046  0.4620
O2 6.10960 -13.16346 9.53145  -0.9414
H3 5.30314 -13.55976 9.86132  0.4622
H4 6.74078 -13.27675 10.24210  0.4792
O3 13.82344 -17.81118 12.82369  -0.9415
H5 13.53475 -17.18282 13.48554  0.4810
H6 14.03850 -18.60083 13.32010  0.4606
O4 9.93204 -19.31361 11.12261  -0.9482
H7 9.89671 -18.67634 10.40927  0.4674
H8 10.48390 -18.90028 11.78656  0.4807
O5 8.61275 -9.91261 14.68264  -0.9474
H9 7.66335 -10.02424 14.73172  0.4623
H10 8.96222 -10.80191 14.73949  0.4849
O6 9.86905 -12.96955 19.01049  -0.9480
H11 10.17791 -13.27453 18.15736  0.4836
H12 8.92241 -13.10935 18.98702  0.4643
O7 4.51743 -16.95604 14.43582  -0.9451
H13 4.26364 -16.47585 13.64764  0.4633
H14 5.43684 -16.72659 14.57102  0.4818
O8 13.91053 -11.86912 15.22850  -0.9424
H15 14.00164 -11.10412 14.66044  0.4605
H16 13.38401 -12.48506 14.71895  0.4816

Density functional theory data (the ωB97M-V functional and the def2-TZVPD basis) for a cluster of 11 separate species, ClH20O14 in total at a distorted geometry.

The calculation puts the strongest force on any atom at 3.198 eV/Å. Its total energy is -41507.053 eV. Its net charge is -1. As for the gap between HOMO and LUMO: 9.622 eV.

Last column: natural (NBO) charge in e.
CARTESIAN COORDINATES (ANGSTROEM)
Cl1 0.09017 -0.34571 -1.30871  2.4561
O1 0.80902 0.75083 -2.02601  -0.8500
O2 -0.67188 0.29909 -0.18673  -0.8529
O3 -0.85019 -0.97688 -2.25260  -0.8013
O4 1.04071 -1.33520 -0.72302  -0.8683
O5 -1.19117 -1.10042 2.33837  -0.9359
H1 -0.79108 -0.84446 1.49736  0.4884
H2 -0.40720 -1.40808 2.77259  0.4493
O6 -0.34112 -3.47297 -0.01806  -0.9620
H3 0.22123 -2.74768 -0.29891  0.4863
H4 -0.08015 -3.60913 0.90242  0.4612
O7 -2.79097 -2.41588 -0.08770  -0.9449
H5 -1.95310 -2.74751 -0.33724  0.4735
H6 -3.18030 -2.43328 -0.94773  0.4532
O8 -2.42145 1.29405 2.68770  -0.9297
H7 -1.66555 1.53808 3.21027  0.4427
H8 -2.02893 0.55927 2.29926  0.4762
O9 4.38536 -0.68119 -0.17170  -0.9347
H9 4.80702 -1.50861 -0.49784  0.4554
H10 3.51245 -1.03220 -0.06418  0.4769
O10 2.31445 2.67809 -1.09648  -0.9853
H11 3.24292 2.48058 -1.11183  0.4676
H12 1.79996 1.90961 -1.35643  0.4877
O11 -3.27488 0.25395 -1.64526  -0.9632
H13 -3.06958 1.05496 -1.19588  0.4764
H14 -2.49361 -0.06405 -2.05964  0.4761
O12 2.60874 -1.21183 1.97807  -0.9377
H15 2.03536 -1.94455 2.22398  0.4589
H16 2.04127 -0.62189 1.45509  0.4813
O13 -0.46481 3.13557 -2.22807  -0.9560
H17 0.22181 2.60049 -2.60806  0.4662
H18 -0.36544 3.00891 -1.32563  0.4763
O14 -0.71906 3.00022 0.58895  -0.9338
H19 -0.25176 2.21667 0.78949  0.4786
H20 -0.11824 3.72114 0.80419  0.4676

Density functional theory data (the ωB97M-V functional and the def2-TZVPD basis) for a cluster of 14 separate species, ClH26O17 in total at a distorted geometry.

The calculation puts the strongest force on any atom at 3.918 eV/Å. Its total energy is -47747.187 eV. Its net charge is -1. As for the gap between HOMO and LUMO: 9.722 eV.

Last column: natural (NBO) charge in e.
CARTESIAN COORDINATES (ANGSTROEM)
Cl1 0.56409 -0.32506 -0.03532  2.4054
O1 -0.76780 -0.22367 0.66548  -0.8149
O2 1.67833 -0.32436 0.99034  -0.8158
O3 0.57092 -1.56012 -0.87843  -0.8550
O4 0.73352 0.86466 -0.94376  -0.8461
O5 3.50020 1.51703 2.25117  -0.9480
H1 3.55565 1.77134 1.31147  0.4759
H2 3.14404 0.60578 2.22599  0.4857
O6 1.37830 0.19130 -3.91204  -0.9597
H3 1.42418 0.80719 -3.18614  0.4941
H4 0.97904 -0.66262 -3.66267  0.4651
O7 0.70064 2.30013 2.42195  -0.9687
H5 1.53411 1.93894 2.15128  0.4748
H6 0.30716 1.61712 2.95234  0.4742
O8 -1.51357 2.24981 -1.44518  -0.9482
H7 -0.90826 1.68440 -1.89534  0.4548
H8 -1.55493 1.84857 -0.60098  0.4896
O9 3.39708 -0.21659 -1.58664  -0.9431
H9 3.27342 -1.08418 -1.97100  0.4631
H10 2.52251 -0.06622 -1.21734  0.4624
O10 -3.06789 -1.97303 2.17272  -0.9572
H11 -2.18231 -2.32830 2.14294  0.4651
H12 -2.99997 -1.21330 1.55341  0.4920
O11 -2.84792 -0.68241 -0.61928  -1.0048
H13 -2.41429 -0.85275 -1.45221  0.4775
H14 -2.04981 -0.34322 -0.14330  0.4672
O12 1.36671 -3.14021 1.80737  -0.9553
H15 1.45279 -2.67432 0.96023  0.4857
H16 2.24752 -3.60521 1.97205  0.4652
O13 -1.12802 -3.65880 -1.67892  -0.9605
H17 -0.68567 -2.80788 -1.50586  0.4919
H18 -1.64306 -3.61042 -2.50003  0.4619
O14 1.92911 3.94040 -0.76773  -0.9514
H19 2.46662 3.15447 -0.88411  0.4644
H20 1.02559 3.66495 -0.79444  0.4883
O15 -2.63289 1.91768 1.28002  -0.9616
H21 -2.06936 1.68860 1.99843  0.4943
H22 -3.52599 1.66001 1.48886  0.4694
O16 -1.27735 0.54579 3.54021  -0.9419
H23 -1.12863 -0.33532 3.27645  0.4819
H24 -1.47440 0.32755 4.45088  0.4710
O17 -1.50739 -0.96241 -3.05118  -0.9678
H25 -0.84712 -1.55970 -3.40127  0.4759
H26 -1.52489 -0.08563 -3.48041  0.5033

Density functional theory data (the ωB97M-V functional and the def2-TZVPD basis) for a cluster of 15 separate species, ClH28O18 in total at a distorted geometry.

The calculation puts the strongest force on any atom at 3.229 eV/Å. Its total energy is -49826.920 eV. Its net charge is -1. As for the gap between HOMO and LUMO: 9.189 eV.

Last column: natural (NBO) charge in e.
CARTESIAN COORDINATES (ANGSTROEM)
Cl1 0.14900 0.20145 -0.05072  2.4584
O1 0.08100 0.15045 -1.55072  -0.8258
O2 0.85500 1.43645 0.32328  -0.8419
O3 -1.23700 0.13245 0.52828  -0.8553
O4 0.89700 -0.98555 0.48628  -0.8263
O5 -2.43500 -1.02055 -2.71872  -0.9197
H1 -1.88000 -0.97255 -3.48472  0.4707
H2 -3.27500 -1.29555 -3.04772  0.4798
O6 -3.47500 1.28445 2.02928  -0.9681
H3 -2.74600 1.10445 1.46528  0.4820
H4 -3.38900 2.19145 2.26828  0.4803
O7 -3.66500 -0.92355 0.08328  -0.9888
H5 -4.27000 -0.45255 0.62828  0.4787
H6 -2.78900 -0.52755 0.05828  0.4956
O8 2.10300 0.23245 2.80128  -0.9686
H7 1.36500 -0.06555 2.27228  0.4608
H8 2.48500 0.97145 2.27028  0.4805
O9 -0.74500 -3.23155 0.15628  -0.9350
H9 -1.60300 -3.36355 0.58828  0.4641
H10 -0.31200 -2.62455 0.72728  0.4683
O10 -1.90100 3.00045 0.35528  -1.0293
H11 -2.07800 2.27145 -0.22672  0.4832
H12 -1.40000 2.67345 1.19428  0.4797
O11 0.01400 -2.51455 -2.42272  -0.9339
H13 -0.22500 -1.63255 -2.17972  0.4864
H14 -0.13600 -2.59055 -3.35272  0.4476
O12 2.41400 1.99545 -1.68572  -0.9387
H15 1.82200 1.79945 -0.95472  0.4685
H16 2.94300 2.61745 -1.23372  0.4407
O13 2.68900 -3.20855 1.62628  -0.9292
H17 2.66200 -4.04555 1.13628  0.4748
H18 1.78900 -2.92355 1.67828  0.4764
O14 2.56200 2.80645 2.17028  -0.9296
H19 3.45100 2.75645 2.51228  0.4789
H20 2.65900 2.96145 1.22528  0.4748
O15 -0.30800 2.49145 2.48728  -0.9329
H21 -0.50700 1.63445 2.82328  0.4685
H22 0.43200 2.21645 1.93628  0.4953
O16 -2.86200 1.32145 -1.56472  -0.9802
H23 -2.64700 0.50445 -1.97172  0.4944
H24 -3.64300 1.20745 -0.99872  0.4763
O17 3.80200 -1.57955 -0.37972  -1.0248
H25 3.31000 -1.23055 -1.09772  0.4890
H26 3.24600 -2.05155 0.29028  0.4854
O18 2.31800 -0.85055 -2.45472  -0.9762
H27 1.66300 -0.23455 -2.08672  0.4853
H28 1.81700 -1.63755 -2.65872  0.4803

Density functional theory data (the ωB97M-V functional and the def2-TZVPD basis) for a cluster of 2 separate species, ClH2N2O in total at a distorted geometry.

The calculation puts the strongest force on any atom at 4.492 eV/Å. Its total energy is -17582.834 eV. Its net charge is -1. As for the gap between HOMO and LUMO: 9.092 eV.

Last column: natural (NBO) charge in e.
CARTESIAN COORDINATES (ANGSTROEM)
N1 -0.07355 0.00175 -0.19070  -0.6096
N2 -1.07589 0.55849 0.53240  0.2119
O1 -2.22941 0.36557 0.25258  -0.4514
Cl1 2.90239 -0.42323 0.36205  -0.9290
H1 0.92246 0.10189 -0.09941  0.4466
H2 -0.44599 -0.60447 -0.85691  0.3314

Density functional theory data (the ωB97M-V functional and the def2-TZVPD basis) for a cluster of 2 separate species, ClH2NO2S in total at a distorted geometry.

The calculation puts the strongest force on any atom at 3.760 eV/Å. Its total energy is -28971.036 eV. As for the gap between HOMO and LUMO (spin up / spin down): 8.910 / 7.627 eV.

Last column: natural (NBO) charge in e.
CARTESIAN COORDINATES (ANGSTROEM)
N1 -1.05892 -0.21455 0.10761  -0.1683
O1 0.41557 1.02697 -0.50454  -0.7742
O2 -0.89151 -0.55387 1.32231  -0.3857
S1 1.59363 0.85569 0.38975  0.8433
Cl1 2.51538 -0.72176 -0.47106  -0.2346
H1 -0.84538 -0.87453 -0.81480  0.3634
H2 -1.72878 0.48204 -0.02928  0.3560

Density functional theory data (the ωB97M-V functional and the def2-TZVPD basis) for a cluster of 2 separate species, ClH2NOS2 in total at a distorted geometry.

The calculation puts the strongest force on any atom at 3.465 eV/Å. Its total energy is -37761.157 eV. As for the gap between HOMO and LUMO: 7.863 eV.

Last column: natural (NBO) charge in e.
CARTESIAN COORDINATES (ANGSTROEM)
N1 1.27448 -0.37341 0.71359  -0.9410
O1 0.57851 0.78582 -1.25811  -0.8733
S1 -2.39663 0.77593 0.17445  -0.0406
S2 1.59354 -0.09323 -0.74904  1.4480
Cl1 -2.09590 -1.22363 0.04352  -0.1772
H1 -0.99086 1.17649 -0.10764  0.1932
H2 2.03686 -1.04798 1.18324  0.3908

Density functional theory data (the ωB97M-V functional and the def2-TZVPD basis) for a cluster of 2 separate species, ClH2O in total at a distorted geometry.

The calculation puts the strongest force on any atom at 1.178 eV/Å. Its total energy is -14604.589 eV. Its net charge is -1. As for the gap between HOMO and LUMO: 8.049 eV.

Last column: natural (NBO) charge in e.
CARTESIAN COORDINATES (ANGSTROEM)
O1 0.46154 0.99008 -0.09794  -0.9732
H1 0.07657 0.08696 -0.03144  0.5153
H2 -0.22051 1.58005 0.29576  0.4489
Cl1 -0.31761 -2.65709 -0.16637  -0.9910

Density functional theory data (the ωB97M-V functional and the def2-TZVPD basis) for an isolated molecule of ClH2O2PS2 at a distorted geometry.

The calculation puts the strongest force on any atom at 2.853 eV/Å. Its total energy is -47608.417 eV. As for the gap between HOMO and LUMO: 9.289 eV.

Last column: natural (NBO) charge in e.
CARTESIAN COORDINATES (ANGSTROEM)
O1 -1.40457 1.41502 -1.06984  -1.0593
O2 0.97832 -1.59619 1.18861  -0.8801
P1 -0.58348 0.21101 -0.92878  1.3987
S1 1.44598 0.70519 -0.55442  -0.2875
S2 1.35841 -0.21083 1.46201  1.1826
Cl1 -0.44587 0.58513 2.11911  -0.2174
H1 -0.93514 -0.81878 -0.09355  -0.0368
H2 -0.41364 -0.29055 -2.12314  -0.1002